No. 1
77
Properties=species:S:1:pos:R:3:forces:R:3 method="wB97M-V/def2-TZVPD" e_tot_ev=-90587.4078 charge=+3 orbital_gap_ev="5.373 / 5.413" homo_energy_ev="-17.066 / -17.066"
Mo 0.37104 -0.35296 0.61741 2.32 1.39 0.33
Cl 3.41212 -0.80168 0.61623 -0.53 -0.37 0.43
C 4.01897 0.80070 0.89561 0.19 0.78 0.04
C 5.25297 0.99236 1.48041 0.00 -0.28 -0.02
C 5.71492 2.29278 1.64639 0.00 0.12 -0.02
C 4.95634 3.37692 1.23029 0.04 -0.06 -0.04
C 3.70564 3.17164 0.66759 -0.01 -0.03 -0.05
C 3.22696 1.87334 0.49089 -0.25 -0.41 0.13
P 1.58002 1.60265 -0.20780 0.16 1.33 -0.65
C 1.65306 1.54618 -2.00560 -0.18 -0.42 0.14
C 0.69276 0.79021 -2.68758 0.02 0.19 0.16
C 0.67044 0.78361 -4.07024 -0.09 -0.01 -0.05
C 1.60321 1.53632 -4.77449 0.01 -0.07 0.05
C 2.56545 2.27548 -4.09973 0.00 0.08 -0.07
C 2.60205 2.28065 -2.71436 0.03 -0.03 0.17
C 0.67355 3.07700 0.30693 -0.06 -0.34 0.12
C 0.64174 3.35636 1.67987 0.01 0.11 -0.10
C -0.00635 4.49184 2.12925 0.01 -0.09 0.07
C -0.63305 5.33700 1.21899 -0.01 0.03 -0.05
C -0.59565 5.06081 -0.14069 -0.03 0.01 -0.06
C 0.05480 3.92742 -0.60702 0.02 -0.14 -0.07
H 5.85520 0.15368 1.80195 -0.03 -0.03 -0.01
H 6.67865 2.45359 2.10993 0.02 -0.01 -0.01
H 5.33540 4.38266 1.34655 -0.02 0.01 0.04
H 3.09988 4.01562 0.36443 0.02 0.02 0.04
H -0.06657 0.23999 -2.13149 -0.04 0.00 -0.17
H -0.07625 0.21017 -4.60265 -0.02 0.00 0.01
H 1.57813 1.54162 -5.85556 0.02 0.01 -0.01
H 3.28349 2.85860 -4.65978 0.04 -0.01 0.02
H 3.35674 2.85050 -2.18712 0.03 0.02 -0.05
H 1.14606 2.70414 2.38557 -0.02 0.06 0.04
H -0.02411 4.71626 3.18668 -0.02 0.02 0.02
H -1.14935 6.21974 1.57141 0.03 0.02 0.01
H -1.06731 5.73099 -0.84625 -0.01 0.02 0.01
H 0.09879 3.71791 -1.66886 -0.03 0.02 0.00
O -1.61734 1.81334 3.24911 0.38 -0.35 -0.23
C -1.75838 1.24291 2.23019 -1.89 1.06 0.77
O -0.66879 0.53763 1.66272 -0.77 0.58 1.08
C -3.00074 1.12856 1.41975 0.25 -0.28 -0.46
C -4.23319 1.49555 1.95903 0.01 0.10 0.20
C -5.36889 1.27874 1.20367 0.03 -0.07 0.01
C -5.34579 0.67238 -0.04161 -0.10 -0.02 -0.25
C -4.11061 0.33777 -0.56765 0.23 0.14 0.45
C -2.95322 0.59896 0.13706 0.23 -0.10 0.16
N -3.97218 -0.37584 -1.85044 0.13 -0.08 -0.20
O -4.95514 -0.55103 -2.51320 0.00 0.06 0.11
O -2.84043 -0.76570 -2.13040 -0.11 0.06 0.03
N -6.69580 1.67307 1.77507 0.30 -0.09 -0.12
O -7.66117 1.37176 1.11732 0.01 0.11 0.19
O -6.65646 2.25319 2.83331 -0.18 -0.05 -0.09
H -4.31799 1.92796 2.94829 -0.01 0.00 -0.01
H -6.26760 0.47522 -0.57531 0.00 0.01 0.00
H -2.00463 0.39278 -0.34804 -0.04 -0.13 -0.13
O 0.92831 -1.62897 -0.48967 0.46 -1.74 -2.07
S 0.67094 -3.02508 -1.23253 -0.33 -1.35 0.77
C 1.71911 -4.15596 -0.34916 0.13 0.27 -0.37
C 2.26323 -5.18072 -1.11656 -0.06 0.18 -0.24
C 2.95750 -6.19302 -0.47114 -0.02 -0.10 0.08
C 3.10824 -6.15981 0.90742 -0.02 -0.02 -0.13
C 2.58707 -5.10483 1.65576 -0.10 0.03 -0.01
C 1.87935 -4.09593 1.03215 -0.03 0.07 0.19
C -0.89849 -3.40077 -0.45192 -0.13 0.26 -0.19
C -1.28146 -2.78222 0.73480 0.20 0.30 -0.13
C -2.49230 -3.10853 1.31733 0.02 0.10 0.06
C -3.30543 -4.06439 0.71687 0.01 -0.02 -0.02
C -2.91569 -4.67744 -0.46560 -0.04 -0.02 0.12
C -1.70701 -4.34418 -1.06169 0.14 0.03 -0.18
H 2.13603 -5.19358 -2.19248 0.04 -0.04 -0.01
H 3.36637 -7.01259 -1.04516 0.03 0.02 -0.02
H 3.63164 -6.96360 1.40696 0.04 0.02 0.01
H 2.70957 -5.09309 2.72988 0.05 0.05 0.00
H 1.47785 -3.27932 1.62109 -0.06 -0.07 0.00
H -0.61524 -2.06271 1.25656 -0.39 -0.83 0.26
H -2.79608 -2.63144 2.24005 0.00 -0.03 0.01
H -4.24491 -4.33092 1.18182 -0.01 -0.01 -0.02
H -3.55197 -5.41820 -0.93004 -0.01 0.01 -0.02
H -1.40804 -4.81405 -1.99075 -0.02 -0.01 -0.03

No. 2
77
Properties=species:S:1:pos:R:3:forces:R:3 method="wB97M-V/def2-TZVPD" e_tot_ev=-68044.1816 e_above_lowest_kcal_mol=10.7 orbital_gap_ev="4.915 / 4.933" homo_energy_ev="-6.449 / -6.463"
Pd 0.08116 -0.11221 -0.15046 -0.15 -0.35 -0.25
C 6.10283 -1.83395 -1.98272 0.01 0.04 -0.09
C 6.01532 -2.73095 -0.91186 -0.04 -0.03 0.01
C 4.92596 -2.72460 -0.05982 -0.07 -0.05 0.09
C 3.91338 -1.80594 -0.30632 0.28 0.34 -0.42
C 2.63003 -1.56526 0.31478 -0.36 -0.12 0.59
N 2.18172 -2.24568 1.36068 0.25 -0.03 -0.38
C 0.94670 -2.18280 1.80784 -0.12 0.04 0.00
C 0.42572 -3.07472 2.83558 -0.32 0.05 -0.09
C 0.99908 -4.13619 3.51697 0.05 -0.08 0.10
C 0.16877 -4.91997 4.30259 0.17 0.03 -0.05
C -1.19526 -4.64361 4.41192 -0.16 0.07 -0.02
C -1.77033 -3.57794 3.73727 -0.06 -0.08 0.12
C -0.94415 -2.80095 2.94098 0.33 -0.01 -0.10
C -1.22620 -1.73819 1.98481 0.22 0.02 -0.04
N -2.43569 -1.27289 1.76066 -0.32 0.18 -0.30
C -2.72331 -0.38594 0.82169 0.40 -0.30 0.56
N -1.84509 0.29073 0.02810 -0.44 -0.11 -0.49
C -2.54621 1.07331 -0.83897 0.58 0.17 0.03
N -2.04738 1.90075 -1.74323 -0.36 0.06 -0.10
C -0.78578 1.95050 -2.09109 0.12 -0.32 0.11
N 0.20270 1.08596 -1.72630 0.05 0.60 0.37
C 1.37618 1.47760 -2.29852 -0.11 -0.32 0.01
N 2.53198 0.86891 -2.20627 0.26 -0.04 -0.10
C 2.77574 -0.14001 -1.38152 -0.34 0.40 0.21
N 1.98751 -0.56800 -0.35618 0.25 -0.28 -0.51
C 4.00338 -0.90419 -1.38158 0.22 -0.37 0.32
C 5.10682 -0.90574 -2.22552 -0.09 0.04 -0.06
C 1.13304 2.65974 -3.11854 -0.33 0.09 -0.01
C 1.96531 3.45474 -3.88495 0.08 0.06 -0.03
C 1.39644 4.54125 -4.53501 0.12 -0.06 -0.01
C 0.03402 4.81628 -4.42940 -0.16 0.02 0.07
C -0.79796 4.03031 -3.64503 -0.05 -0.01 -0.05
C -0.22960 2.95084 -2.99381 0.31 -0.03 -0.08
C -3.96166 0.91707 -0.58136 -0.31 -0.28 0.38
C -5.08967 1.45543 -1.18415 0.11 0.03 -0.07
C -6.32595 1.06130 -0.70495 -0.04 0.04 -0.06
C -6.43974 0.16353 0.36208 0.04 -0.06 0.01
C -5.31770 -0.37684 0.96504 0.07 -0.09 0.05
C -4.07423 0.00033 0.47665 -0.20 0.43 -0.36
N -0.07387 -1.41457 1.33342 -0.01 -0.11 0.29
H 6.95422 -1.88474 -2.64874 0.04 0.02 0.04
H 6.80471 -3.45616 -0.76420 0.02 0.02 0.02
H 4.84372 -3.42569 0.75975 0.01 0.00 0.01
H 2.05203 -4.35766 3.40860 0.01 -0.01 -0.01
H 0.57364 -5.77917 4.82099 0.03 0.02 0.03
H -1.81476 -5.29516 5.01409 -0.02 0.04 0.03
H -2.83061 -3.37522 3.80329 -0.01 0.01 -0.02
H 5.15914 -0.21820 -3.05918 0.02 0.00 0.00
H 3.02419 3.24772 -3.96003 0.00 -0.04 0.00
H 2.02074 5.19399 -5.13081 0.01 -0.02 -0.03
H -0.38096 5.66245 -4.96103 0.02 0.03 0.01
H -1.85245 4.24581 -3.54031 -0.01 0.01 0.00
H -4.98619 2.14611 -2.01007 -0.05 0.02 0.00
H -7.22441 1.44234 -1.17233 -0.01 0.04 0.03
H -7.42264 -0.12475 0.71117 -0.01 0.02 0.00
H -5.39519 -1.08378 1.77974 -0.01 0.00 0.02
C 4.51754 3.48445 1.75895 -0.03 -0.11 -0.12
C 3.92559 2.30689 0.99095 0.13 0.19 0.14
N 2.68228 1.83890 1.58604 -0.16 -0.14 -0.07
C 1.48408 2.38270 1.32741 -0.11 0.32 0.21
S 1.25779 3.71462 0.35697 -0.04 0.02 -0.27
N 0.40837 1.78905 1.96497 0.30 0.15 0.33
C 0.50065 1.57754 3.41732 -0.04 0.10 -0.01
C 0.64256 2.90719 4.15449 -0.01 -0.17 -0.05
H 5.47030 3.77227 1.31456 0.04 0.02 0.03
H 4.68164 3.21859 2.80348 0.03 0.02 0.02
H 3.84499 4.33851 1.70721 -0.02 0.02 0.04
H 4.62562 1.47019 0.99094 -0.07 -0.06 -0.04
H 3.73147 2.60055 -0.04121 -0.02 -0.09 -0.02
H 2.68713 0.93986 2.04166 0.03 0.00 -0.01
H -0.43891 2.28658 1.72576 0.04 0.05 -0.10
H 1.34307 0.92157 3.64192 -0.10 -0.07 0.01
H -0.41035 1.06052 3.72166 0.06 -0.09 0.00
H 1.55616 3.41151 3.83820 0.01 0.05 0.06
H 0.67235 2.76193 5.23429 0.01 -0.01 0.01
H -0.19922 3.55649 3.91106 0.00 0.03 0.04

No. 3
86
Properties=species:S:1:pos:R:3:forces:R:3 method="wB97M-V/def2-TZVPD" e_tot_ev=-151474.5787 e_above_lowest_kcal_mol=44.0 charge=-1 orbital_gap_ev="5.413 / 5.499" homo_energy_ev="-3.733 / -3.856"
W 0.39401 -0.31891 -0.01466 -0.30 1.12 1.79
C -2.83769 1.85869 2.00644 0.13 -0.04 -0.09
N -1.52299 1.34619 1.66544 -0.10 0.28 0.32
C -0.69299 2.43049 1.15854 0.03 -0.09 -0.40
C -0.84839 2.61169 -0.34876 -0.13 -0.01 0.58
N -0.27679 1.48829 -1.08336 0.61 -0.68 0.63
C -0.34839 1.55959 -2.42186 0.41 0.14 -0.81
C -0.71429 2.70059 -3.19796 -0.03 -0.04 0.06
F -1.20369 3.83689 -2.63496 0.14 -0.19 -0.17
C -0.64069 2.74599 -4.57646 0.12 -0.19 -0.21
F -0.99799 3.88299 -5.19916 0.10 -0.20 0.00
C -0.19999 1.66139 -5.32546 -0.22 -0.10 0.20
F -0.09369 1.72759 -6.66836 -0.03 -0.01 0.22
C 0.07091 0.48669 -4.63226 0.05 0.26 -0.08
F 0.39731 -0.63011 -5.30046 0.00 0.16 0.03
C -0.01239 0.45049 -3.25626 -0.10 0.05 0.25
F 0.15701 -0.77761 -2.68326 -0.04 0.34 -0.62
C -0.97859 0.59669 2.79524 -0.10 -0.31 0.07
C -1.38119 -0.87921 2.72694 0.17 0.16 0.12
N -0.62089 -1.59581 1.71434 0.43 0.68 -0.33
C -0.67589 -2.92051 1.69214 0.10 -0.81 -0.02
C -1.22679 -3.82501 2.65894 0.03 0.20 -0.18
F -1.92169 -3.37361 3.73904 0.09 -0.08 -0.13
C -1.08899 -5.19771 2.58054 0.20 -0.17 -0.23
F -1.60349 -5.95851 3.56874 0.11 0.10 -0.23
C -0.41129 -5.81201 1.53134 -0.10 0.22 0.09
F -0.23499 -7.15171 1.50544 -0.03 0.12 -0.04
C 0.08781 -4.99381 0.52174 -0.13 0.07 0.28
F 0.74501 -5.53191 -0.51956 -0.11 0.05 0.10
C -0.07939 -3.62971 0.60564 -0.04 0.24 -0.16
F 0.39751 -2.86231 -0.43716 0.01 -0.93 0.55
H -2.76469 2.64509 2.78024 -0.04 -0.01 0.00
H -3.45919 1.05769 2.40324 -0.06 -0.02 -0.06
H -3.30999 2.29209 1.12484 -0.11 -0.03 -0.01
H 0.35671 2.19399 1.32994 -0.24 0.10 0.14
H -0.94209 3.38579 1.65404 0.13 -0.02 0.01
H -0.33829 3.54669 -0.60806 -0.07 -0.04 0.03
H -1.91019 2.72029 -0.60376 0.04 0.09 0.04
H -1.32459 1.01929 3.75344 0.01 0.01 -0.02
H 0.10971 0.63349 2.78434 -0.19 0.13 0.09
H -2.44919 -0.95881 2.47914 -0.03 0.07 0.21
H -1.21549 -1.30691 3.71994 -0.08 0.08 -0.04
O -4.21529 -0.32871 0.23974 0.03 -0.08 0.03
C -4.11239 0.34549 -0.93906 -0.08 0.21 -0.26
C -4.87169 1.47849 -1.20736 -0.01 -0.03 0.17
C -4.77099 2.11499 -2.43416 -0.01 -0.01 0.00
C -3.94189 1.60049 -3.41276 -0.09 0.07 -0.10
C -3.19159 0.46489 -3.15246 -0.17 -0.11 0.13
C -3.23909 -0.14651 -1.91056 0.11 -0.33 0.45
C -2.30839 -1.30031 -1.55156 -0.55 -0.07 -0.57
O -2.44809 -2.40451 -2.03866 -0.04 0.08 -0.07
O -1.38719 -0.95221 -0.73436 0.24 -0.17 0.37
H -4.84429 0.12119 0.81544 0.08 -0.01 -0.11
H -5.54089 1.86389 -0.44656 -0.05 0.01 0.05
H -5.35389 3.00439 -2.62836 -0.04 0.05 0.01
H -3.87429 2.08739 -4.37246 0.02 0.04 -0.16
H -2.56139 0.04999 -3.92466 0.09 -0.05 -0.02
Br 4.14831 2.95429 -3.01876 -0.12 -0.11 -0.01
C 3.51501 1.20439 -2.62316 0.92 -0.02 -0.60
C 4.01701 0.11709 -3.33946 -0.95 -0.46 0.99
C 3.56011 -1.14291 -2.91266 0.82 0.98 -0.92
C 2.65651 -1.24631 -1.89486 -1.15 0.67 1.09
N 2.09591 -0.16721 -1.24706 1.92 0.35 -2.43
C 2.60641 1.05969 -1.61406 -0.69 -1.12 1.06
H 4.70961 0.24079 -4.15186 0.13 0.02 -0.10
H 3.91181 -2.03461 -3.40796 0.01 -0.11 0.04
H 2.31401 -2.22111 -1.57456 -0.14 0.12 0.06
H 2.25001 1.91099 -1.04466 -0.10 -0.15 -0.16
C 2.33411 2.55679 2.86984 -0.02 -0.17 0.07
C 2.82511 1.15689 3.12224 -0.34 -0.10 -0.58
C 3.65121 0.94189 4.20764 0.23 -0.14 0.25
C 4.23881 -0.28451 4.45764 -0.03 0.01 -0.06
C 4.02611 -1.31521 3.55714 0.15 0.07 0.24
C 3.20521 -1.15231 2.46534 -0.41 0.25 -0.42
C 3.06561 -2.25241 1.45804 -0.29 0.07 0.02
C 2.51161 0.07959 2.24344 1.40 -0.33 1.55
N 1.63551 0.15149 1.24064 -1.84 0.13 -2.09
H 2.95451 3.25799 3.42534 0.01 0.08 0.01
H 1.30301 2.69549 3.19804 -0.04 0.05 -0.11
H 2.40771 2.80239 1.80974 -0.13 0.05 -0.03
H 3.84591 1.76649 4.87894 0.04 0.14 0.05
H 4.87561 -0.42281 5.31714 0.07 -0.03 0.12
H 4.51451 -2.26841 3.69994 0.06 -0.14 0.03
H 3.11971 -3.23391 1.92484 -0.04 -0.08 0.01
H 3.86771 -2.18221 0.71944 -0.02 -0.03 -0.10
H 2.10581 -2.12611 0.94334 0.42 -0.37 0.08